## one
A molecular structure, C11H20Cl2HfN2S, computed with ωB97M-V/def2-TZVPD.

ORCA input file:
```
! wB97M-V def2-TZVPD RIJCOSX def2/J DEFGRID3
* xyz 0 1
Hf -1.08611 -1.13943 -1.36956
Cl -0.81708 0.51125 -3.08431
Cl -2.30328 -1.75416 0.57014
C -2.98293 -1.22375 -2.33245
H -3.83923 -1.85990 -2.01774
H -3.27006 -0.87909 -3.34073
C 1.82819 -1.76936 0.19992
C 1.14505 -2.08374 -0.89175
H 1.32982 -1.78163 1.17922
C 1.67805 -1.79882 -2.31108
H 0.43665 -2.96375 -0.89438
C 3.22282 -1.98064 -2.30821
H 1.23940 -2.48686 -3.06008
H 1.36694 -0.78647 -2.64856
C 3.93641 -1.23796 -1.18559
H 3.36797 -3.06073 -2.16787
H 3.63713 -1.72286 -3.29191
C 3.27852 -1.42062 0.20609
H 4.96079 -1.62392 -1.14298
H 4.03857 -0.17182 -1.42132
H 3.84476 -2.21308 0.71752
H 3.47406 -0.54354 0.83717
S 0.16479 0.64454 0.07105
C -0.81529 1.68117 1.08616
N -0.54667 1.87878 2.38712
C -1.48075 2.55580 3.28814
C -2.89471 2.34256 2.77663
C -3.02702 2.74796 1.31950
N -1.85972 2.33484 0.54916
H 0.31720 1.47648 2.74211
H -1.25525 3.62812 3.33999
H -1.35365 2.13082 4.28543
H -3.60295 2.91981 3.37905
H -3.15993 1.28229 2.88788
H -3.13229 3.83478 1.23754
H -3.90900 2.28108 0.87018
H -1.93120 2.25182 -0.46148
*
```

Calculated values
* frontier orbital gap (alpha / beta): 0.203 / 0.203 Eh
* HOMO energy (alpha / beta): -5.554 / -5.555 eV
* lowest unoccupied orbital energy (alpha / beta): -0.0007 / -0.0007 Eh

Atom charges from the Mulliken analysis, given in e for atoms 1 to 6: number 1, Hf, carries 0.4491; number 2, Cl, carries -0.4796; number 3, Cl, carries -0.5036; number 4, C, carries -0.6746; number 5, H, carries 0.2198; number 6, H, carries 0.2355



## two
A molecular structure, C11H20Cl2HfN2S, computed with ωB97M-V/def2-TZVPD.

ORCA input file:
```
! wB97M-V def2-TZVPD RIJCOSX def2/J DEFGRID3
* xyz 0 1
Hf 1.41202 -0.24211 -0.86232
Cl 1.43464 -2.56759 -0.40817
Cl 1.85776 1.38608 0.83981
C 3.28946 -0.21324 -1.46181
H 3.51691 0.80378 -1.95585
H 3.48510 -0.83638 -2.40068
C -0.70667 1.02338 -2.03578
C 0.31904 0.37585 -2.62629
H -0.63073 1.76511 -1.21684
C 0.31187 -0.87652 -3.48866
H 1.36680 0.78674 -2.70419
C -0.87909 -0.69308 -4.41845
H 1.26533 -0.91436 -4.01782
H 0.28309 -1.86415 -2.99818
C -2.12686 -0.42122 -3.57207
H -0.61077 0.13939 -5.07400
H -1.02060 -1.56241 -5.06421
C -2.09852 0.62081 -2.46397
H -2.94705 -0.19315 -4.23678
H -2.35772 -1.36278 -3.08567
H -2.70516 1.51216 -2.72540
H -2.60177 0.24476 -1.54802
S -1.03418 -0.57810 0.85274
C -0.62811 -0.29403 2.49594
N -1.31121 0.54745 3.30893
C -0.86570 0.90785 4.65901
C 0.65370 0.93713 4.68805
C 1.22059 -0.37321 4.16621
N 0.45598 -0.90305 3.03655
H -2.21680 0.82651 2.98455
H -1.23623 0.18088 5.39702
H -1.28354 1.89156 4.91087
H 1.00800 1.10668 5.70718
H 1.01462 1.76921 4.07039
H 1.20456 -1.12420 4.96911
H 2.26558 -0.23739 3.85133
H 0.89565 -1.56836 2.42744
*
```

Calculated values
* frontier orbital gap (alpha / beta): 0.228 / 0.228 Eh
* HOMO energy (alpha / beta): -6.471 / -6.470 eV
* lowest unoccupied orbital energy (alpha / beta): -0.0100 / -0.0100 Eh

Atom charges from the Mulliken analysis, given in e for atoms 1 to 6: number 1, Hf, carries 0.6539; number 2, Cl, carries -0.5047; number 3, Cl, carries -0.5005; number 4, C, carries -0.9466; number 5, H, carries 0.2452; number 6, H, carries 0.2626



Winner for stability: two



## one
A single C21H32N4O3 molecule, computed with ωB97M-V/def2-TZVPD.

ORCA input file:
```
! wB97M-V def2-TZVPD RIJCOSX def2/J DEFGRID3
* xyz 0 1
C 3.90479 -0.92006 -5.62489
C 3.27403 -1.49721 -4.36429
C 2.68342 -0.42474 -3.45785
C 2.04928 -0.99073 -2.19394
C 1.47229 0.09507 -1.29785
C 0.80019 -0.38013 -0.04261
C 0.82910 -1.61674 0.43761
C 0.14601 -2.02065 1.71212
C 0.92185 -3.09796 2.45747
O 1.90270 -3.63209 1.95109
N 0.47586 -3.44837 3.69375
C 1.11008 -4.56074 4.40058
C 1.49450 -4.18795 5.82861
C 2.32832 -2.93608 5.87644
C 2.12289 -1.91644 6.95924
C 1.68619 -1.60439 5.56062
C 2.54505 -0.60122 4.82751
O 2.87079 0.47107 5.29922
N 2.87319 -0.94792 3.55169
C 3.48665 0.01188 2.67326
C 2.55503 1.11604 2.27468
N 2.80941 2.09429 1.47020
C 1.62001 2.78657 1.46951
C 1.39653 4.01789 0.67103
N 0.69962 2.26635 2.22382
O 1.32376 1.14125 2.77159
C 0.20083 -1.46034 5.20624
C -0.46020 -2.64535 4.46110
H 4.32235 -1.70184 -6.26027
H 3.16761 -0.37001 -6.21355
H 4.71081 -0.22680 -5.37554
H 2.48889 -2.20921 -4.63683
H 4.02190 -2.06762 -3.80496
H 3.46874 0.28838 -3.18264
H 1.93429 0.14789 -4.01653
H 1.25930 -1.69848 -2.46544
H 2.80075 -1.56586 -1.64300
H 2.26405 0.80074 -1.01707
H 0.75073 0.68762 -1.87291
H 0.27008 0.38457 0.52099
H 1.34696 -2.40803 -0.09017
H -0.00902 -1.14681 2.34749
H -0.84710 -2.43595 1.50140
H 0.42660 -5.41610 4.40984
H 1.98886 -4.84336 3.82577
H 0.60182 -4.05538 6.44501
H 2.04202 -5.02396 6.26946
H 3.34566 -3.05454 5.51663
H 1.34205 -2.11579 7.68308
H 2.97660 -1.37622 7.34351
H 2.70159 -1.87933 3.20856
H 4.35689 0.47291 3.14374
H 3.81433 -0.49426 1.76621
H 0.38118 4.37938 0.81242
H 2.10240 4.78994 0.97547
H 1.56554 3.80906 -0.38526
H -0.37460 -1.25561 6.11105
H 0.10372 -0.56412 4.58915
H -1.24980 -2.27099 3.81198
H -0.95046 -3.31452 5.16787
*
```

Calculated values
* frontier orbital gap: 0.369 Eh
* SMILES string: CCCCC/C=C/CC(=O)N1CC[C@@H]2C[C@]2(C(=O)NCc2nc(C)no2)CC1
* HOMO energy: -9.277 eV
* lowest unoccupied orbital energy: 0.0280 Eh

Atom charges from the Mulliken analysis, given in e for atoms 1 to 6: number 1, C, carries -1.2804; number 2, C, carries -0.2994; number 3, C, carries -0.8075; number 4, C, carries -0.7457; number 5, C, carries -0.3020; number 6, C, carries -0.3829



## two
A single C21H32N4O3 molecule, computed with ωB97M-V/def2-TZVPD.

ORCA input file:
```
! wB97M-V def2-TZVPD RIJCOSX def2/J DEFGRID3
* xyz 0 1
C -7.15796 1.14631 -2.19086
C -5.66545 1.42926 -2.30231
C -4.81045 0.32125 -1.70084
C -3.31528 0.58987 -1.80931
C -2.48008 -0.53324 -1.20154
C -0.98801 -0.35842 -1.32908
C -0.33582 0.78846 -1.18276
C 1.14953 0.92037 -1.34862
C 1.74982 1.95390 -0.39540
O 1.05889 2.86612 0.02677
N 3.07654 1.85857 -0.10213
C 3.69388 2.91036 0.70613
C 4.75776 2.35374 1.64588
C 4.19469 1.27887 2.53352
C 4.95721 0.05649 2.90010
C 3.82054 -0.06411 1.91200
C 2.54963 -0.59434 2.51231
O 2.41563 -0.75612 3.71265
N 1.53497 -0.84837 1.63805
C 0.22660 -1.22124 2.10613
C -0.37360 -2.29548 1.26249
N -1.59500 -2.71394 1.28083
C -1.59410 -3.66010 0.28050
C -2.80015 -4.43638 -0.10217
N -0.44722 -3.81208 -0.30945
O 0.38538 -2.90366 0.35494
C 4.14017 -0.36029 0.44881
C 3.95132 0.79950 -0.56532
H -7.75333 1.94999 -2.62537
H -7.41946 0.22052 -2.70769
H -7.45723 1.03652 -1.14647
H -5.39241 1.56308 -3.35359
H -5.43047 2.37430 -1.80326
H -5.07999 0.18766 -0.64705
H -5.04602 -0.62685 -2.19838
H -3.03661 0.71554 -2.86024
H -3.08644 1.53840 -1.31515
H -2.74326 -0.66245 -0.14638
H -2.75828 -1.47353 -1.68856
H -0.41520 -1.25906 -1.54418
H -0.86150 1.71054 -0.96482
H 1.61957 -0.06360 -1.29025
H 1.38065 1.29744 -2.35352
H 4.12933 3.67089 0.04871
H 2.89702 3.38732 1.27270
H 5.61528 1.96999 1.08769
H 5.13941 3.17713 2.25370
H 3.48462 1.62367 3.27675
H 5.95108 -0.05674 2.48521
H 4.79459 -0.36851 3.87928
H 1.61944 -0.54852 0.68328
H 0.32921 -1.56932 3.13377
H -0.46909 -0.37751 2.11403
H -2.57523 -5.09158 -0.93996
H -3.14300 -5.03223 0.74298
H -3.60382 -3.75347 -0.37718
H 5.17274 -0.70455 0.37605
H 3.53396 -1.21160 0.13095
H 3.58858 0.40725 -1.51192
H 4.91641 1.25399 -0.79248
*
```

Calculated values
* frontier orbital gap: 0.369 Eh
* SMILES string: CCCCC/C=C/CC(=O)N1CC[C@@H]2C[C@]2(C(=O)NCc2nc(C)no2)CC1
* HOMO energy: -9.341 eV
* lowest unoccupied orbital energy: 0.0253 Eh

Atom charges from the Mulliken analysis, given in e for atoms 1 to 6: number 1, C, carries -1.2880; number 2, C, carries -0.3379; number 3, C, carries -0.7469; number 4, C, carries -0.6237; number 5, C, carries -0.6141; number 6, C, carries -0.4064



Winner for stability: one



## one
A single C18H25N3OS molecule, computed with ωB97M-V/def2-TZVPD.

ORCA input file:
```
! wB97M-V def2-TZVPD RIJCOSX def2/J DEFGRID3
* xyz 0 1
C 1.43154 4.77317 -4.11777
C 2.54855 4.09106 -3.32300
N 2.33783 2.67131 -3.16587
C 2.89172 1.82978 -4.19969
C 4.32342 1.38004 -3.89460
C 1.63803 2.15335 -2.10150
C 0.90829 2.97472 -1.22988
C 0.20846 2.46081 -0.15862
C 0.19805 1.09289 0.08701
N -0.50227 0.50867 1.14829
C -1.28912 1.07876 2.08394
O -1.54542 2.26008 2.19473
C -1.90542 0.02564 3.01721
N -1.08300 -1.16568 3.09730
C -0.02061 -1.02304 4.07046
C -1.81782 -2.42112 3.19198
C -1.89455 -3.07380 1.84386
C -2.26066 -2.53196 0.65034
C -2.17670 -3.44622 -0.42492
C -1.74894 -4.67207 -0.03564
S -1.43157 -4.73392 1.65299
C 0.91288 0.26154 -0.76879
C 1.62045 0.77654 -1.83405
H 1.63418 5.83706 -4.21093
H 1.36004 4.34516 -5.11512
H 0.47388 4.63951 -3.62211
H 2.64550 4.55603 -2.33891
H 3.49952 4.23648 -3.84461
H 2.24855 0.95821 -4.34522
H 2.88667 2.39487 -5.13681
H 4.69830 0.75099 -4.69808
H 4.97798 2.24284 -3.79555
H 4.35783 0.82047 -2.96371
H 0.86964 4.04013 -1.38449
H -0.34364 3.11937 0.49095
H -0.39423 -0.49589 1.25727
H -2.88221 -0.22710 2.59589
H -2.07887 0.49331 3.99775
H 0.52206 -0.10207 3.86085
H 0.66981 -1.86028 3.97698
H -0.39177 -0.97983 5.10502
H -1.30383 -3.09959 3.87715
H -2.83285 -2.26579 3.58810
H -2.58245 -1.51334 0.52939
H -2.42706 -3.19474 -1.43996
H -1.59966 -5.55093 -0.63044
H 0.91874 -0.80598 -0.59276
H 2.16988 0.08734 -2.45406
*
```

Calculated values
* frontier orbital gap: 0.282 Eh
* SMILES string: CCN(CC)c1ccc(NC(=O)CN(C)Cc2cccs2)cc1
* HOMO energy: -6.989 eV
* lowest unoccupied orbital energy: 0.0250 Eh

Atom charges from the Mulliken analysis, given in e for atoms 1 to 6: number 1, C, carries -1.0880; number 2, C, carries -0.9534; number 3, N, carries 0.3156; number 4, C, carries -0.9486; number 5, C, carries -1.0943; number 6, C, carries 1.7095



## two
A molecular structure, C18H25N3OS, computed with ωB97M-V/def2-TZVPD.

ORCA input file:
```
! wB97M-V def2-TZVPD RIJCOSX def2/J DEFGRID3
* xyz 0 1
C -2.78146 -1.34553 1.90038
C -2.85020 -2.11578 0.49826
C -1.52705 -2.21645 -0.17048
C -0.90491 -0.79529 -0.71102
C -1.65870 -0.17816 -2.03313
H -2.20137 -1.02700 -2.25286
H -0.90959 0.23660 -2.47602
C -2.65484 0.76495 -1.52046
N -1.88872 1.91293 -1.03598
C -1.95080 2.44862 0.28960
O -2.72623 1.80373 1.25898
C -0.82564 3.29846 0.55954
H -0.63945 4.24380 -0.39644
H -1.21038 3.96410 1.56337
S 0.70964 2.60930 0.91024
C 1.36543 2.26522 -0.43433
N 0.74490 2.67854 -1.70234
C 1.59427 2.06841 -2.59241
C 2.48017 1.35803 -2.11808
N 2.46982 1.56122 -0.59492
C 3.35438 1.00399 0.23522
C 2.87940 -0.37622 0.97114
C 2.06179 -0.50096 2.05749
C 1.66137 -1.66386 2.55883
C 1.76421 -2.99955 1.41173
C 2.44804 -2.64600 0.38285
C 3.08456 -1.26362 -0.06588
H 3.45624 -1.47177 -0.92237
H 2.78945 -3.49185 -0.11742
H 1.45391 -3.66651 1.95568
H 1.01815 -1.84329 3.28379
H 1.96795 0.42120 2.45594
H 4.28003 0.94861 -0.05922
H 3.38602 1.85098 1.09179
H 3.53652 0.99121 -2.51123
H 1.16592 1.97108 -3.60218
H -1.17301 2.23983 -1.70744
H -3.28991 1.19127 -2.00957
H -3.31217 0.47906 -0.56117
H 0.22134 -1.07652 -0.85148
H -0.90038 0.02964 0.27154
H -0.50661 -2.60316 0.82829
H -1.26006 -2.89012 -0.96356
H -3.36003 -1.67641 -0.17332
H -2.92258 -3.34028 0.70095
H -2.72786 -0.21436 1.60381
H -3.71505 -1.39777 2.33240
H -1.99651 -1.54031 2.46148
*
```

Calculated values
* frontier orbital gap: 0.316 Eh
* HOMO energy: -8.294 eV
* lowest unoccupied orbital energy: 0.0108 Eh

Atom charges from the Mulliken analysis, given in e for atoms 1 to 6: number 1, C, carries -0.8595; number 2, C, carries -1.0017; number 3, C, carries -0.5915; number 4, C, carries 0.7973; number 5, C, carries -1.6331; number 6, H, carries 0.5063



Winner for stability: one